No. 1
The following is a quantum chemistry calculation of C3H9N3O2 in the gas phase, from the OMol25 dataset.

**Energy above the lowest of the compared OMol25 structures with the same formula, charge and spin**: 797.3 kJ/mol
**Kohn-Sham gap**: 0.34992 Ha
**Total energy**: -11815.7961 eV

Structure (ORCA input):
```
! RIJCOSX wB97M-V def2-TZVPD def2/J DEFGRID3
* xyz 0 1
O 1.07382 1.60797 0.06304
O 2.51838 -0.42698 0.61716
N 1.82244 -1.21129 -0.28240
N -0.44270 -1.17634 -0.35811
N -1.67926 -0.39390 -0.55679
C -2.26872 0.13638 0.70323
C 0.51115 -0.55007 -0.69068
C 0.72459 0.87815 -1.02127
H 1.78126 -2.07345 0.26900
H -2.41931 -1.16031 -0.69209
H -1.19877 0.68639 1.26513
H -2.91808 -0.46672 1.47450
H -0.19263 1.49824 -1.34524
H 1.60825 0.80049 -1.73811
H 1.94576 1.11648 0.49387
H -3.01248 0.86131 0.31747
H 2.14629 -0.12635 1.48132
*
```

=====

No. 2
The following is a quantum chemistry calculation of a molecular structure, C31H34F7FeIN2O2P2Sb, from the OMol25 dataset.

**Energy above the lowest of the compared OMol25 structures with the same formula, charge and spin**: 132.2 kJ/mol
**Kohn-Sham gap (alpha / beta)**: 0.19287 / 0.19283 Ha
**Total energy**: -126396.7878 eV

Structure (ORCA input):
```
! RIJCOSX wB97M-V def2-TZVPD def2/J DEFGRID3
* xyz 1 1
I 0.94735 0.16134 2.65324
Sb -2.05765 -2.98813 -2.79501
Fe 0.02932 -0.00181 -0.18742
P -1.83771 1.34310 0.42201
P -0.56255 1.17622 -2.33852
F -2.42688 -2.08784 -4.39851
F -5.21648 -4.56193 3.98350
F -0.95885 -1.50640 -2.23488
F -0.54112 -3.83283 -3.47424
F -3.48049 -2.04779 -1.93758
F -1.67286 -3.68968 -1.01612
F -3.16702 -4.43973 -3.14770
O 5.00113 1.73691 -2.67527
O 1.25552 -1.39710 -0.44736
N 1.56200 1.22478 -0.20942
N 3.26230 -2.52418 -3.17213
C 2.02356 -3.86560 -1.56609
C 2.62317 -0.13364 -1.91761
C -2.18505 -3.40199 2.54756
C -3.03306 -4.02639 3.41855
C -2.70317 -2.69305 1.43448
C -0.07975 2.90324 -2.69571
C -4.95743 -3.28836 2.06222
C 4.08696 1.12483 -3.58986
C -5.15419 1.09483 -1.99102
C -1.52209 3.12406 0.68655
C 2.03210 3.59588 0.26535
C -1.85822 -2.10774 0.51460
C 2.50531 1.03293 -1.07889
C -4.35589 1.16822 -0.85774
C 1.45847 2.09441 2.03938
C 3.72811 -1.34563 -3.64628
C -0.19635 0.41022 -3.95956
C -4.10334 -2.65486 1.20270
C 2.48036 -2.55230 -2.12029
C -4.57532 1.11066 -3.25187
C 2.06490 -1.34639 -1.47098
C -2.97120 1.24332 -0.98488
C 2.13849 4.62852 1.18597
C 1.90773 4.39171 2.53324
C -2.38492 1.22981 -2.25428
C -4.40206 -3.95574 3.15441
C 1.69100 2.31607 0.68683
C -3.19511 1.18174 -3.38309
C 3.47998 -0.14267 -3.04958
C 1.56765 3.11699 2.96554
C -2.85334 1.02501 1.90214
H 2.44813 -4.01902 -0.56886
H -2.20020 1.07405 2.77293
H 0.76475 -0.10015 -3.89686
H -0.79412 3.51177 -0.01790
H -1.11743 3.25659 1.69144
H 4.34201 -1.40295 -4.54031
H -2.27008 -1.51988 -0.30013
H 1.39242 2.92328 4.01688
H 2.40110 5.62228 0.84701
H -0.23961 3.57861 -1.85871
H -2.75162 1.16076 -4.37158
H -1.11129 -3.44417 2.69365
H -2.45203 3.68596 0.59676
H -6.23075 1.02695 -1.88856
H 3.31342 1.76007 -1.14189
H 2.20382 3.78338 -0.78877
H -0.65210 3.26052 -3.55179
H 4.56762 0.91926 -4.54685
H -4.46842 -2.14373 0.31680
H -3.62639 1.78578 2.00803
H -0.14809 1.16711 -4.74340
H 1.99367 5.19628 3.25215
H -0.94734 -0.32664 -4.21660
H -2.68885 -4.57791 4.28317
H 5.78018 1.17617 -2.59834
H -6.03018 -3.30398 1.92073
H 3.31721 1.87657 -3.77136
H -4.82362 1.17178 0.12059
H -0.77763 -2.19115 0.62553
H 0.98108 2.92008 -2.95923
H -5.19746 1.05097 -4.13630
H -3.32191 0.04190 1.87566
H 2.35258 -4.66523 -2.22499
H 0.93806 -3.89787 -1.46857
*
```

=====

No. 3
The following is a quantum chemistry calculation of a gas-phase ion, C3H6O2P (charge -1), from the OMol25 dataset.

**Energy above the lowest of the compared OMol25 structures with the same formula, charge and spin**: 19.1 kJ/mol
**Kohn-Sham gap**: 0.31961 Ha
**Total energy**: -16594.0727 eV

Structure (ORCA input):
```
! RIJCOSX wB97M-V def2-TZVPD def2/J DEFGRID3
* xyz -1 1
P 2.01758 0.07078 -0.01998
O 2.87680 1.32355 0.02743
O 2.68207 -1.25438 -0.00156
C -0.48362 -0.28987 0.05205
C 0.43228 0.18469 1.13370
C 0.41739 0.14857 -1.19144
H -0.49297 -1.46886 0.09052
H 0.25773 1.25138 1.23767
H 0.24188 -0.18281 2.13593
H 0.38412 -0.37700 -2.20452
H -1.47004 0.21958 0.05212
H 0.08378 1.16440 -1.13034
*
```